32
Properties=species:S:1:pos:R:3:forces:R:3 method="wB97M-V/def2-TZVPD" mol_weight_g_mol=455.71 homo_lumo_gap_ev=4.02 energy_ha=-4274.033362 multiplicity=1 total_charge=+1 homo_energy_ev=-10.39
S -2.081585 2.340079 0.231927 0.16 -0.28 0.54
O 1.517510 -0.179017 0.763147 0.22 0.08 -0.36
H 3.961295 1.085153 0.199576 0.10 0.05 -0.12
Sr -5.292010 1.881210 0.880194 1.51 -0.09 -0.16
H -0.661093 0.838419 1.094893 -0.05 -0.27 0.01
H 0.054399 1.903658 -0.092837 0.06 -0.05 -0.13
Cl 0.199465 -2.978590 -0.882855 0.20 -0.15 -0.04
O -2.425557 2.798056 1.575510 -0.77 0.31 0.29
O 2.973842 -1.135810 -0.658913 -0.36 0.26 -0.20
C -1.603061 -1.992803 0.789191 -0.09 0.29 -0.49
C -2.622410 -1.038925 1.352260 0.04 0.05 0.20
H -2.170594 -0.363143 2.082570 0.02 0.08 0.02
H -3.075940 -0.467491 0.541041 0.01 0.10 -0.09
H 1.380502 1.072241 -1.776972 -0.22 0.13 0.07
C -0.812132 1.275279 0.113186 0.25 0.88 0.64
H -3.387067 -1.597289 1.890963 -0.08 -0.11 -0.09
H -1.019312 1.139355 -2.498279 -0.01 0.02 0.30
O -3.334126 1.792190 -0.373218 -1.26 0.24 -0.31
H -0.898900 -1.096272 -2.771651 -0.07 0.00 0.17
C 1.123873 0.027661 -1.593296 -0.01 -0.19 -0.07
C 4.037895 -1.078825 0.226493 0.31 -0.14 0.27
C 4.372825 0.267030 0.783261 -0.28 0.16 0.25
H -1.791621 3.398057 -0.542051 0.08 0.06 -0.18
H 1.469096 -0.535295 -2.456614 -0.02 -0.07 -0.02
As -0.925095 -0.139199 -1.557275 -0.02 -0.82 -1.69
H 3.925739 0.325705 1.774653 0.07 0.03 0.07
O 4.664576 -2.061965 0.444808 0.02 -0.23 -0.12
Cl -1.523528 -3.457136 1.703693 0.14 -0.31 0.12
H -2.484432 -0.189081 -1.440392 0.10 0.16 0.11
C -0.870775 -1.766013 -0.304363 -0.21 -0.02 0.62
H 5.449410 0.340261 0.878915 0.09 0.04 -0.04
C 1.848811 -0.407503 -0.377565 0.08 -0.18 0.41

33
Properties=species:S:1:pos:R:3:forces:R:3 method="wB97M-V/def2-TZVPD" mol_weight_g_mol=377.29 homo_lumo_gap_ev=9.34 energy_ha=-2998.680159 multiplicity=1 total_charge=+1 homo_energy_ev=-12.56
H 4.297699 2.190665 -0.137639 -0.32 0.32 0.20
C -3.986777 -2.126899 -1.979281 0.01 0.05 0.04
C -2.468486 2.870911 1.429900 -0.04 0.00 0.02
H 2.295434 0.678693 -1.589496 -0.03 0.04 0.08
N 0.623870 -0.868020 0.667887 -0.27 -0.20 -0.05
C 0.646081 -0.373764 -0.610549 -0.03 -0.15 -0.31
Cl -0.602052 -0.519818 -1.708956 -0.22 -0.10 0.02
B 3.960556 0.483629 0.870348 0.06 0.14 0.17
O 4.719528 -0.479569 1.419781 -0.31 0.02 -0.25
H -2.435687 2.013300 2.096539 0.01 -0.01 0.00
H 5.490242 -0.840999 -0.520676 -0.05 -0.03 0.04
H -5.331010 -3.557174 -1.091547 0.01 -0.02 -0.02
H -4.008033 -1.337856 -2.727048 -0.01 -0.04 -0.05
O 4.285472 1.783699 0.735085 0.40 -0.44 -0.53
C -5.365229 -2.689530 -1.745187 -0.05 0.00 0.02
H 5.559887 -2.192048 0.634751 0.04 0.01 0.01
H 6.671360 -0.796778 0.797613 -0.01 -0.08 0.01
C 1.752242 -0.624186 1.311190 0.12 -0.20 0.23
H -5.993228 -1.926740 -1.288000 0.01 0.02 -0.01
N 2.534379 0.037865 0.468821 0.18 -0.06 0.04
H 1.978943 -0.930204 2.320689 -0.03 0.03 -0.07
C 5.669932 -1.117955 0.521211 0.19 0.10 0.26
Cl -2.838127 -3.376950 -2.539012 0.03 0.08 0.02
H -3.593994 -1.722506 -1.047018 -0.01 -0.03 0.02
Cl -6.148576 -3.178126 -3.264922 0.00 -0.01 0.00
C 1.865374 0.192883 -0.730248 0.44 0.29 -0.04
H -1.107079 4.280781 0.520161 0.01 -0.05 -0.06
F -0.409920 -1.512313 1.197199 -0.06 0.02 0.07
C -1.109991 3.501831 1.276726 -0.07 0.09 0.09
Cl 0.117818 2.288464 0.785316 -0.03 0.28 0.07
H -3.162623 3.604330 1.835452 -0.01 0.02 -0.04
H -0.784621 3.926596 2.223745 0.04 -0.07 0.02
Cl -3.123380 2.317786 -0.132832 0.01 -0.04 0.01

37
Properties=species:S:1:pos:R:3:forces:R:3 method="wB97M-V/def2-TZVPD" mol_weight_g_mol=399.61 homo_lumo_gap_ev=7.33 energy_ha=-2434.665828 multiplicity=1 homo_energy_ev=-8.80
C 3.204868 -0.761285 -1.184168 -0.07 0.01 0.01
H 3.676692 -1.736463 -1.226627 -0.08 -0.14 -0.08
H 1.944101 -1.394945 0.418559 -0.17 -0.14 0.09
H -2.409938 0.044479 -0.791928 0.10 -0.19 -0.06
C 0.548042 0.887152 0.313652 -0.40 0.19 -0.14
H -0.730517 4.607057 0.540637 -0.04 0.09 -0.15
S -1.114922 -5.566552 -0.880255 0.03 0.35 0.24
O 2.229740 -3.574457 -0.447853 -0.16 0.10 0.19
S 1.128820 -4.097757 -1.202455 0.14 -0.16 0.05
C 2.653739 -0.598132 0.224888 0.38 0.18 -0.06
N -0.313504 0.091414 -0.327657 0.14 -0.13 0.00
C -1.584826 0.566949 -0.343083 -0.12 0.70 0.30
H -2.673707 3.624639 2.645338 -0.14 -0.01 0.11
H -1.397004 5.817069 1.605651 -0.02 0.09 0.03
C -1.536848 1.764004 0.319855 0.08 -0.02 -0.24
F -1.833496 -5.901449 0.483778 -0.02 -0.01 -0.04
N 0.044056 -4.669168 -0.236306 0.09 -0.17 -0.30
N -0.215427 1.919200 0.698942 0.47 -0.56 0.06
C 2.017512 0.747211 0.595763 -0.32 -0.39 -0.05
H -3.886884 2.300116 -0.879515 -0.14 -0.54 0.04
F -0.002740 -1.047716 -0.919941 0.29 -0.40 -0.14
H -3.389691 4.633954 1.408264 -0.16 0.02 0.10
C -1.233832 4.749872 1.497300 0.14 -0.14 0.06
B -2.712298 2.753530 0.644069 -0.22 -0.20 0.07
O -0.655209 -6.813148 -1.387500 -0.09 -0.08 0.00
C -2.556699 3.966082 1.615214 0.08 0.04 -0.08
Cl 2.796221 2.175958 -0.140734 0.19 0.17 -0.07
H 3.963015 -0.024139 -1.435794 -0.04 0.20 0.08
O -2.068134 -4.812062 -1.627241 -0.12 -0.04 0.04
H -0.525357 4.471247 2.278428 0.05 -0.03 0.08
H 2.123060 0.891644 1.668224 -0.05 0.02 0.10
O -3.920337 2.473760 0.065565 0.21 0.73 -0.12
O 0.635514 -3.298978 -2.284853 0.01 0.11 -0.04
H 3.462073 -0.762224 0.935449 0.07 0.10 0.06
H 2.421747 -0.744758 -1.939397 -0.05 -0.01 -0.08
F 1.729012 -5.373534 -1.913650 0.07 0.05 -0.04
H 0.183155 2.691429 1.209378 -0.15 0.21 -0.01

24
Properties=species:S:1:pos:R:3:forces:R:3 method="wB97M-V/def2-TZVPD" mol_weight_g_mol=135.02 homo_lumo_gap_ev=7.69 energy_ha=-392.683077 multiplicity=1 homo_energy_ev=-8.22 relative_energy_kcal_mol=83.0
C -0.442618 1.452397 1.506396 1.46 -0.95 -2.75
H -0.686879 -2.224866 0.063595 0.17 0.75 2.78
H -1.137332 4.290907 -0.215646 -0.21 0.23 -0.07
H -0.629311 -1.212651 2.108846 -1.06 -0.91 -1.69
C -0.144869 -1.649449 1.188761 3.66 0.70 0.22
C 0.301320 0.735230 0.466243 -1.86 1.39 0.70
C -0.942124 2.714525 1.221858 -0.38 0.27 1.01
H -0.577079 0.973929 2.444324 -0.19 -0.19 0.71
H 0.079514 3.044825 -2.035889 -0.04 -0.06 0.62
H 2.303195 -0.406060 -0.674125 0.61 0.59 -0.07
N 0.675205 -0.602174 0.634122 -0.09 -0.96 0.43
C 0.532906 1.381854 -0.772034 -0.45 -0.63 0.56
C -0.032161 2.618368 -1.028597 -0.38 0.85 0.67
H -0.216419 -3.711004 -1.459979 0.20 0.37 0.82
H -0.700743 -1.828212 -1.990917 0.12 0.19 0.79
H -2.091871 -3.109764 -1.425657 -0.06 0.30 1.06
H 0.660221 -2.405573 1.650673 -2.27 0.90 -1.53
H 2.295749 -1.812770 0.430778 -0.10 0.18 -0.90
H -1.499486 3.257146 2.025558 0.54 -0.50 -0.84
C -0.758041 3.307384 -0.017067 0.86 -0.85 -1.07
H 1.216660 -1.729385 -1.063879 0.41 0.09 0.55
B -0.948658 -2.764122 -1.255609 -0.41 -0.95 -2.81
C 1.693374 -1.158792 -0.238096 -0.31 -1.10 0.59
H 1.049446 0.838259 -1.563658 -0.23 0.29 0.19

27
Properties=species:S:1:pos:R:3:forces:R:3 method="wB97M-V/def2-TZVPD" mol_weight_g_mol=268.18 homo_lumo_gap_ev=9.13 energy_ha=-3490.556381 multiplicity=1 homo_energy_ev=-8.52
H -2.738877 2.061627 0.905586 0.02 -0.70 -1.06
H 0.822320 -0.580085 2.478453 1.42 0.18 -0.36
H -0.371790 -2.355137 0.950161 -0.16 -0.91 1.44
C 1.895822 -0.649848 2.086326 -2.12 2.51 -0.82
S -2.656874 -1.253099 0.270398 3.12 1.61 2.78
H 1.461673 2.166421 -2.651249 0.73 -0.65 0.40
C 1.196061 1.313435 -0.573879 1.99 -1.16 -1.30
O -3.224299 -1.328354 1.595076 -0.34 -0.21 -0.52
Br -0.543107 -2.718602 -1.446565 0.22 -0.37 -0.11
H 2.213067 1.327791 -0.151958 -0.23 1.21 -0.17
H 2.009143 0.395387 -2.451268 1.19 -0.18 -0.04
H -1.752059 2.427408 -0.474566 -0.11 -0.43 -0.17
H 0.413364 0.838590 -2.564881 -0.45 -0.08 0.22
N 0.781273 0.046992 -0.017948 0.91 -0.70 0.44
H 0.585597 2.163891 -0.270825 0.06 -0.13 0.05
O -3.283234 -1.795444 -0.858396 -1.94 -0.36 -1.73
H -3.327316 1.600284 -0.790108 1.20 -0.28 0.93
H 2.776194 -0.904298 0.001599 -1.56 0.55 1.09
H 2.372874 -1.329386 2.713245 1.19 -1.41 0.59
C 1.359805 1.180886 -2.148132 -2.19 1.36 0.85
H 2.389197 0.353422 2.156226 -0.52 -0.76 0.47
C -2.424365 1.639204 -0.098258 0.20 0.42 0.73
C -0.492201 -0.298299 0.087056 -1.80 -2.34 0.48
H 1.400024 -1.843300 0.325532 -0.49 -1.78 -0.01
C -0.939805 -1.846012 0.230951 0.94 2.67 -1.72
C -1.698112 0.297517 0.102342 -2.63 0.41 -0.98
C 1.775624 -0.910990 0.595082 1.34 1.52 -1.50

34
Properties=species:S:1:pos:R:3:forces:R:3 method="wB97M-V/def2-TZVPD" mol_weight_g_mol=535.64 homo_lumo_gap_ev="9.72 / 2.71" energy_ha=-5835.107995 multiplicity=2 total_charge=+1 homo_energy_ev="-12.86 / -12.86"
C -3.866954 -2.337292 4.194269 -1.01 -2.18 0.19
H -0.956284 2.380198 -3.157561 -0.14 1.03 -0.20
H -0.057094 -1.222752 -3.555851 -0.44 -0.25 -0.31
Cl 4.872406 0.224558 3.605209 -0.56 -0.74 0.83
C 0.647696 -2.045422 -3.676611 0.38 1.35 0.43
H -0.568404 2.171408 -1.537631 0.60 0.13 0.41
Cl 3.201826 -2.730962 -3.851911 1.14 -1.26 0.13
H -4.655174 -0.550212 5.042769 0.02 0.02 -0.14
Cl 5.962796 2.248678 2.026699 -0.84 -0.56 -0.69
Cl 5.209386 -0.376082 0.799489 -0.38 0.64 0.31
H 2.252116 -0.877202 -4.635051 -0.71 0.53 0.30
C -4.660654 -1.113482 4.109599 0.20 1.92 -0.67
Cl -0.560974 5.148058 -3.632131 0.17 0.01 -0.01
H 3.766326 1.273478 1.810299 0.31 -0.16 -0.09
H -1.237804 -0.313582 1.430449 0.13 0.13 0.07
H -4.348644 -2.979102 4.931929 0.01 -0.12 0.10
C -0.302974 -0.748492 1.076849 -0.01 0.94 0.69
C -0.245504 2.736548 -2.411961 0.26 0.18 0.38
Cl 0.245546 -3.169202 -2.322041 0.53 0.87 0.52
C 2.079046 -1.422362 -3.707181 -0.83 -1.35 0.02
H -5.678924 -1.197862 3.729989 0.14 -0.52 0.24
Cl -0.300394 -0.454122 -0.669141 0.09 -0.48 -0.97
C 4.755266 0.864008 2.016269 1.46 0.83 -0.39
H -3.876404 -2.907282 3.265229 0.10 0.22 -0.07
Cl -2.222454 -2.141672 4.720249 0.84 0.30 0.24
Cl -3.852304 -0.072382 2.847869 -0.20 0.36 0.02
Cl 1.315926 2.083188 -3.024501 -0.08 -0.01 0.30
H 2.341516 -0.880722 -2.798421 -0.42 0.28 -0.23
Cl 1.069716 0.088848 1.793489 -0.21 -0.01 -0.01
H -1.022574 4.525278 -1.476071 0.57 0.01 0.47
H 0.811456 4.665408 -1.829341 -0.27 -0.51 0.51
C -0.166534 4.267088 -2.099481 -1.16 -0.86 -1.86
H 0.367086 -2.732562 -4.474861 0.31 0.41 -0.59
Cl -0.318074 -2.403992 1.459079 0.02 -1.18 0.07